Here is a structure of composition C11H15BrNO2 in a non-equilibrium geometry from the Open Molecules 2025 dataset. Energies are from ωB97M-V/def2-TZVPD.

Results
maximum force: 5.4 eV Å⁻¹
HOMO-LUMO gap: 0.2826 Eh
total charge: -1

XYZ file:
```
30
C11H15BrNO2, DFT ωB97M-V/def2-TZVPD
C -0.07377 1.53461 0.91114
C 1.67115 -1.52462 -0.87188
C -2.79017 0.54585 -1.24263
C -2.68145 0.19362 0.23258
C -1.77885 1.57515 -1.65643
C -1.38198 -0.51803 0.36993
C -0.39403 0.95290 -1.48162
C -0.27322 0.53104 -0.00286
C 3.22845 -1.40990 1.79746
C 1.91361 -0.73328 1.56102
C 1.59940 -0.20497 0.11950
N -0.10440 2.38645 1.65535
O 2.72420 -1.47331 -1.48224
O 0.77190 -2.29821 -0.77117
Br 2.69347 1.24764 -0.32866
H -2.69117 -0.47834 -1.78862
H -3.81281 0.95532 -1.66469
H -2.91826 1.10161 0.87068
H -3.51721 -0.53023 0.48352
H -1.73829 1.98447 -2.70013
H -1.90883 2.53785 -1.11919
H -1.10216 -0.74059 1.33048
H -1.37041 -1.32355 -0.25993
H -0.38797 -0.02494 -1.90750
H 0.50650 1.63121 -1.91909
H 3.94600 -0.58317 1.55362
H 3.40180 -1.57708 2.81869
H 3.44723 -2.42945 1.37761
H 1.16800 -1.50647 1.97540
H 1.85326 0.17844 2.13967
```